ORCA calculation (ωB97M-V/def2-TZVPD) on a molecular structure, C28H29BrFLiMg3N2O11S2 in a non-equilibrium geometry.

2S+1: 1
net charge: +2
HOMO: -10.37 eV
E_LUMO: -8.804 eV
gap between HOMO and LUMO: 0.05740 Ha

Positions of all 78 atoms, in Å:
1 S 3.6044 -0.2486 1.7110
2 C -0.6701 1.6434 2.4644
3 N -3.0617 4.6637 -0.8199
4 C 1.4512 1.3321 4.0412
5 H -4.3893 -3.4619 -5.7398
6 H 5.9261 -0.0842 4.2334
7 H -0.7817 -0.1275 -2.0283
8 C 4.5045 -3.4050 3.3330
9 C -6.0269 0.8507 -2.8888
10 O -7.1271 1.2484 -3.6954
11 H -2.7016 1.4529 3.6510
12 C -4.3321 -0.9369 -2.1638
13 C 8.4938 -5.6511 2.5432
14 C 2.4058 4.1681 0.6758
15 H -7.3966 2.1769 -3.5038
16 O -3.3363 2.1860 -0.0474
17 O -4.2801 3.5038 2.3649
18 C 0.8729 1.5912 2.5932
19 H 3.4489 -3.6495 3.4507
20 C 0.3989 2.8624 -0.4837
21 O -1.6276 -2.2129 -6.3079
22 H 8.8197 -6.6799 2.3880
23 H 2.7494 6.3779 -0.1535
24 S 1.7112 -0.2742 -0.6296
25 O -2.4303 -3.9974 -7.4485
26 C -3.3678 -3.5069 -5.3556
27 H 8.9991 -5.2584 3.4281
28 C -3.5740 0.0243 -1.1436
29 H -3.2720 -2.7853 -4.5441
30 H -4.2009 4.1062 1.6277
31 C -5.5430 -0.4908 -3.0976
32 Mg -0.4635 -1.8190 -8.1343
33 C 2.3473 0.5430 0.9019
34 C -2.3838 -3.2140 -6.4771
35 H -6.0193 -1.1808 -3.8768
36 H -1.6205 0.9629 6.0823
37 C -2.3268 -0.5787 -0.3597
38 Li -6.9013 2.6353 0.2228
39 H -1.1580 1.8527 1.4583
40 Mg 2.9150 5.9099 -2.6174
41 N 1.8693 1.7904 1.5241
42 C -4.0586 1.3681 -0.9761
43 H -0.2682 1.9362 -0.5898
44 Br -0.6929 -2.1618 -3.4604
45 H 3.2400 4.2612 1.4482
46 H -0.7034 3.9564 -2.1988
47 H 2.5981 1.3203 4.1794
48 H 0.4852 -2.3886 -0.5203
49 Mg 1.9810 -4.0001 3.9417
50 C 1.5318 2.8534 0.5744
51 C -3.1259 3.4914 -0.5419
52 H 0.7718 6.2697 -2.0551
53 O 7.1306 -3.4092 2.9711
54 C -0.9737 1.1523 5.1507
55 H -1.3246 -1.9314 -1.9258
56 C 2.1415 5.4046 -0.2383
57 O 5.2070 -4.6171 3.1059
58 H -0.1893 -1.2412 0.7933
59 F 0.5969 -1.4306 -6.5028
60 C 0.9904 5.3874 -1.3592
61 H 4.6066 -2.7317 2.4786
62 O 5.1335 0.3740 4.5119
63 H -1.9809 0.1386 0.4603
64 C 0.1462 4.0860 -1.4392
65 O -5.9522 2.9381 -1.6067
66 H 1.0473 0.9201 6.3243
67 C -5.3483 1.8176 -1.7900
68 H -2.6770 -1.5393 0.1848
69 C -1.5576 1.4276 3.7418
70 C 6.5379 -4.4576 2.9401
71 O -3.9780 -2.1532 -2.2224
72 O 7.0777 -5.6659 2.7362
73 C 0.1973 -1.2924 -0.2794
74 C 0.5762 1.1140 5.2983
75 H 8.7558 -5.0681 1.6576
76 H -3.1850 -4.5057 -4.9533
77 H 4.8510 -2.9219 4.2510
78 C -1.0542 -0.9510 -1.2751

Atom-resolved charges from Löwdin, all expressed in e:
1 S 0.783
2 C 0.003
3 N 0.209
4 C 0.001
5 H 0.087
6 H -0.079
7 H 0.075
8 C -0.120
9 C -0.150
10 O 0.045
11 H 0.092
12 C -0.226
13 C -0.027
14 C 0.070
15 H 0.125
16 O -0.011
17 O -0.445
18 C -0.181
19 H -0.198
20 C 0.020
21 O -0.213
22 H 0.101
23 H 0.080
24 S 0.837
25 O -0.005
26 C -0.028
27 H 0.105
28 C 0.016
29 H 0.004
30 H -0.188
31 C 0.126
32 Mg 1.310
33 C -0.928
34 C -0.744
35 H 0.157
36 H 0.104
37 C -0.094
38 Li 0.843
39 H 0.054
40 Mg 0.914
41 N -0.166
42 C -0.077
43 H 0.076
44 Br 0.765
45 H 0.126
46 H 0.100
47 H 0.082
48 H 0.093
49 Mg 0.905
50 C -0.142
51 C -0.238
52 H 0.053
53 O 0.145
54 C -0.049
55 H -0.139
56 C -0.157
57 O -0.016
58 H 0.096
59 F -0.596
60 C -0.224
61 H 0.062
62 O -0.251
63 H 0.101
64 C -0.032
65 O -0.044
66 H 0.103
67 C -0.148
68 H 0.160
69 C -0.032
70 C -0.582
71 O 0.045
72 O 0.011
73 C -0.441
74 C -0.050
75 H 0.103
76 H 0.093
77 H 0.124
78 C -0.384

ORCA calculation (ωB97M-V/def2-TZVPD) on a molecular structure, C28H29ClN6O2S4Ti in a non-equilibrium geometry.

⟨S²⟩: 0.76
2S+1: 2
net charge: +1
HOMO (alpha / beta): -10.52 / -11.07 eV
relative energy (zero: lowest compared OMol25 entry of this formula, charge and spin): 35.6 kcal per mole
E_LUMO (alpha / beta): -3.598 / -3.953 eV
gap between HOMO and LUMO (alpha / beta): 0.25448 / 0.26148 Ha

Positions of all 71 atoms, in Å:
1 S -2.5977 1.5709 0.3810
2 H 2.0235 -0.6632 2.6935
3 S -0.2511 -0.2533 2.2347
4 C -0.8907 -3.4113 1.0924
5 C -3.4589 -1.4848 -1.9030
6 C -5.6992 -2.0664 -1.1693
7 C 3.5596 -2.5971 -2.2108
8 C 0.3391 0.1020 -2.5696
9 H -1.1512 1.2305 3.8601
10 S 1.1150 2.1611 0.5373
11 C 2.2459 -0.9094 -3.5657
12 H 2.2838 2.1521 -1.5561
13 H 5.2707 -3.3079 -1.2808
14 C -4.3772 -1.6849 -0.8480
15 N 0.4904 -0.6112 -1.4387
16 H 4.6650 1.9544 -0.4585
17 O -2.2532 -1.1247 -1.7314
18 H -3.2116 3.7905 0.8720
19 H 2.9312 -1.0289 -4.3996
20 C -1.0899 -4.0541 3.3578
21 N -1.1707 -4.1684 2.0261
22 C -1.3986 4.1363 -0.2336
23 H 1.6385 -2.0279 -0.4826
24 H -4.6905 -1.5107 2.5311
25 H 3.4681 -3.5295 -2.7653
26 C 2.4442 -1.6258 -2.3982
27 H 2.4644 0.1922 0.4577
28 H -3.1275 0.6688 2.4838
29 Cl -8.2376 -2.7043 -0.5601
30 S -0.5553 3.6074 -1.7552
31 C -4.0154 -1.4967 0.5003
32 H 1.5170 0.9101 3.2864
33 H -2.9004 2.4026 2.5877
34 C 5.6104 -1.4791 0.6623
35 C 4.9187 -1.2874 -0.5222
36 C 1.5311 -1.4601 -1.3841
37 Ti -1.3055 -0.9150 -0.1978
38 H 1.1870 4.9111 -0.7460
39 C -1.0803 1.2888 2.7762
40 C 4.5883 -2.4659 -1.3795
41 H -1.6483 5.1887 -0.3466
42 N -0.6743 -2.7334 0.1239
43 C 2.2117 0.9195 1.2292
44 N -1.0331 -4.0131 4.5163
45 H -3.7805 -1.6363 -2.9264
46 H 1.0104 0.5674 -4.5373
47 C 5.8773 -0.3669 1.4402
48 H 3.1328 1.3883 1.5780
49 C 4.9116 0.9538 -0.1117
50 H -0.7192 4.0317 0.6083
51 C -2.6888 3.3557 0.0187
52 C 2.0495 2.9104 -0.8033
53 C -4.9776 -1.6517 1.4953
54 H 6.3834 -0.4628 2.3962
55 H -5.9774 -2.2292 -2.2085
56 H -0.4741 0.8029 -2.5876
57 C -2.4752 1.4816 2.1927
58 H 2.9806 3.3195 -0.4062
59 C 1.1885 4.0358 -1.3994
60 N 4.5640 -0.0549 -0.9150
61 H -3.3584 3.4237 -0.8390
62 O -2.7707 -1.1536 0.8158
63 H 5.9246 -2.4713 0.9729
64 H -7.0068 -2.1319 1.9365
65 C -6.6178 -2.2276 -0.1807
66 N 5.5344 0.8692 1.0665
67 C 1.5042 0.2520 2.4169
68 C -6.2576 -2.0100 1.1620
69 H 1.6101 4.3415 -2.3565
70 H -0.4371 2.1160 2.5111
71 C 1.1846 -0.0258 -3.6465

Atom-resolved charges from Löwdin, all expressed in e:
1 S 0.903
2 H 0.082
3 S 0.890
4 C -0.314
5 C -0.069
6 C -0.037
7 C -0.025
8 C -0.134
9 H 0.093
10 S 0.885
11 C 0.020
12 H 0.073
13 H 0.118
14 C -0.119
15 N -0.025
16 H 0.103
17 O -0.126
18 H 0.083
19 H 0.134
20 C -0.337
21 N 0.126
22 C -0.541
23 H 0.114
24 H 0.135
25 H 0.124
26 C -0.191
27 H 0.045
28 H 0.062
29 Cl 0.708
30 S 0.846
31 C -0.284
32 H 0.089
33 H 0.092
34 C -0.001
35 C -0.261
36 C -0.089
37 Ti 0.821
38 H 0.084
39 C -0.479
40 C -0.016
41 H 0.082
42 N 0.016
43 C -0.509
44 N 0.122
45 H 0.151
46 H 0.122
47 C -0.105
48 H 0.072
49 C -0.222
50 H 0.040
51 C -0.488
52 C -0.506
53 C 0.025
54 H 0.117
55 H 0.129
56 H 0.080
57 C -0.465
58 H 0.075
59 C -0.512
60 N 0.144
61 H 0.076
62 O -0.283
63 H 0.120
64 H 0.122
65 C -0.651
66 N 0.088
67 C -0.457
68 C -0.046
69 H 0.075
70 H 0.029
71 C -0.020

ORCA calculation (ωB97M-V/def2-TZVPD) on a molecular structure, C28H29ClPRhSi in a non-equilibrium geometry.

⟨S²⟩: 6.02
2S+1: 5
HOMO (alpha / beta): -5.00 / -7.99 eV
E_LUMO (alpha / beta): 0.297 / -1.857 eV
gap between HOMO and LUMO (alpha / beta): 0.19452 / 0.22551 Ha

Positions of all 61 atoms, in Å:
1 H 1.3292 -5.1054 3.5628
2 H 3.3438 -5.6041 -0.1524
3 C 3.3163 3.8989 -1.7823
4 H 2.5636 3.8142 -3.8063
5 H -2.4215 0.0800 -4.9544
6 H 1.1387 -2.8864 2.5903
7 C 1.9786 -5.4780 2.7599
8 H -3.8092 2.1315 -5.2538
9 C -1.0538 3.8722 0.8735
10 H 0.4970 2.5926 -3.2041
11 C 2.4205 -6.1961 -0.1579
12 C 1.8016 0.0397 1.4021
13 H -1.0663 -6.0848 1.9927
14 Cl -2.1463 -1.2579 -0.3290
15 H 1.9786 -6.1391 -1.1581
16 C 1.2227 2.8559 -2.4293
17 C -2.4111 1.9145 1.3378
18 H -3.4205 4.5637 3.2363
19 H -3.7690 3.9076 -3.5041
20 H 2.9260 -4.9260 2.8064
21 H -1.0299 -0.2089 -2.9220
22 C 0.9681 2.5119 -1.0881
23 C -0.0709 -1.0434 2.2405
24 H -0.9402 -6.4489 0.2555
25 C -2.8435 3.9912 2.5100
26 H 2.8798 -1.7712 0.7059
27 C 0.5802 -3.9241 0.0422
28 H -2.6620 0.8684 1.1343
29 C 0.4378 -2.7972 0.6271
30 H -1.5543 5.6429 1.9860
31 H 1.6854 2.6964 0.9617
32 C 3.0644 3.5669 -0.4497
33 C -3.1905 2.0107 -4.3661
34 H -0.2508 4.3684 0.3217
35 H -3.9710 2.1708 2.7922
36 C -3.1708 3.0059 -3.3884
37 C 2.0288 -1.3250 1.2301
38 C 2.3870 3.5514 -2.7652
39 C 0.5313 0.2143 2.1101
40 H -2.3780 3.6407 -1.4757
41 C -0.4090 -6.4884 1.2123
42 C -1.7977 4.5959 1.8117
43 P -0.4992 1.5060 -0.6399
44 H 0.1541 1.1553 2.5143
45 Si 1.1548 -5.4605 1.0203
46 H 2.6636 -7.2373 0.0803
47 H -0.1788 -7.5320 1.4553
48 C 0.9007 -2.1582 1.8216
49 C -3.1498 2.6523 2.2653
50 Rh 0.0149 -0.6149 0.0579
51 C -1.3477 2.5150 0.6429
52 C -1.6177 0.7021 -3.0649
53 C -2.4153 0.8621 -4.1988
54 C -1.5968 1.7072 -2.0811
55 C 1.8865 2.9028 -0.0961
56 C -2.3821 2.8605 -2.2428
57 H -1.0070 -1.2667 2.7417
58 H 3.7799 3.8267 0.3290
59 H 2.4773 0.8563 1.1206
60 H 2.2186 -6.5248 3.0124
61 H 4.2306 4.4263 -2.0540

Atom-resolved charges from Löwdin, all expressed in e:
1 H 0.017
2 H 0.026
3 C -0.083
4 H 0.106
5 H 0.106
6 H 0.119
7 C -0.204
8 H 0.104
9 C -0.093
10 H 0.104
11 C -0.213
12 C -0.164
13 H 0.029
14 Cl 0.027
15 H 0.023
16 C -0.069
17 C -0.106
18 H 0.105
19 H 0.104
20 H 0.020
21 H 0.082
22 C -0.337
23 C -0.125
24 H 0.026
25 C -0.082
26 H 0.132
27 C -0.074
28 H 0.047
29 C -0.385
30 H 0.104
31 H 0.097
32 C -0.078
33 C -0.080
34 H 0.105
35 H 0.107
36 C -0.077
37 C -0.058
38 C -0.075
39 C -0.165
40 H 0.105
41 C -0.203
42 C -0.079
43 P 0.946
44 H 0.113
45 Si 0.466
46 H 0.023
47 H 0.024
48 C -0.392
49 C -0.072
50 Rh 0.648
51 C -0.365
52 C -0.128
53 C -0.075
54 C -0.382
55 C -0.138
56 C -0.069
57 H 0.121
58 H 0.107
59 H 0.093
60 H 0.030
61 H 0.105

Q: Number 1 is which compound?
A: C28H29BrFLiMg3N2O11S2

Q: The lowest 2S+1 belongs to which entry?
A: C28H29BrFLiMg3N2O11S2